# 1
C3H10OS | ωB97M-V with the def2-TZVPD basis set

Structure (XYZ):
```
15
Properties=species:S:1:pos:R:3:forces:R:3
C -0.177216 -0.057528 2.039889 0.69 0.38 1.25
C -1.307548 0.329267 1.134995 -0.08 -1.12 -0.74
S -1.561020 -0.974988 -0.185816 0.16 0.38 0.49
H 0.769501 -0.251604 1.535786 -0.09 0.04 -0.23
H -0.378171 -0.905097 2.695459 -0.28 -0.29 -0.39
H 0.019829 0.742279 2.767327 0.01 0.13 -0.27
H -2.231263 0.353972 1.706590 -0.10 0.28 -0.14
H -1.113167 1.263900 0.619662 -0.11 0.14 0.13
H -0.368424 -1.569114 0.000743 -0.17 0.08 -0.11
C 1.729100 1.371941 -1.265938 0.76 0.04 -1.40
O 2.414719 0.172177 -1.624407 -0.08 0.21 -0.57
H 1.845554 2.080250 -2.094799 0.15 -0.22 -0.12
H 0.655869 1.172597 -1.263068 -0.01 0.21 1.07
H 2.284330 1.855421 -0.461396 -0.92 -0.03 0.61
H 2.700425 -0.268318 -0.832716 0.09 -0.24 0.44
```
Positions in Å, forces in eV/Å.

The frontier orbital gap comes out at 9.91 eV. The relative energy (zero: lowest compared OMol25 entry of this formula, charge and spin) is 84.88 kJ/mol. The SMILES is CCS.CO. For the HOMO energy, the calculation gives -0.3345 Ha. For the LUMO energy, the calculation gives 0.8 eV.

These are the natural (NBO) partial charges, in e, on atoms 1 to 2: C -0.624; C -0.481

---

# 2
C3H10OS | ωB97M-V with the def2-TZVPD basis set

Structure (XYZ):
```
15
Properties=species:S:1:pos:R:3:forces:R:3
C -2.295952 -1.631042 -0.367909 -1.29 -0.82 1.72
C -1.058587 -2.019882 -1.146983 0.07 1.52 -1.70
S 0.431145 -0.986237 -0.890744 0.72 -0.48 0.57
C -0.157522 0.687157 -0.825892 0.08 0.56 0.34
H -2.209320 -0.703770 0.193398 0.43 0.02 0.08
H -2.501204 -2.415719 0.385562 0.03 0.42 -0.14
H -3.286071 -1.486303 -0.871485 1.18 -0.42 -0.43
H -1.353914 -1.925861 -2.206008 0.54 -0.34 0.16
H -0.545143 -2.968810 -0.993672 -0.92 -0.35 0.21
H 0.637179 1.406197 -0.606398 0.59 -0.48 -0.65
H -0.552395 0.871886 -1.833929 -0.58 0.65 0.79
H -0.724727 0.883202 0.100712 -0.83 -0.29 -0.96
O 4.447790 3.614295 3.343661 0.37 -0.06 0.23
H 5.275975 3.149351 3.152187 -0.42 0.16 -0.05
H 3.892747 3.525530 2.567503 0.04 -0.10 -0.17
```
Positions in Å, forces in eV/Å.

The frontier orbital gap comes out at 9.03 eV. The relative energy (zero: lowest compared OMol25 entry of this formula, charge and spin) is 78.62 kJ/mol. The SMILES is CCSC.O. For the HOMO energy, the calculation gives -0.3099 Ha. For the LUMO energy, the calculation gives 0.6 eV.

These are the natural (NBO) partial charges, in e, on atoms 1 to 2: C -0.643; C -0.525

---

# 3
C3H10OS | ωB97M-V with the def2-TZVPD basis set

Structure (XYZ):
```
15
Properties=species:S:1:pos:R:3:forces:R:3
C -2.835487 0.667941 -0.387500 -0.88 -3.81 -2.27
C -1.612684 -0.166139 -0.165585 2.70 -1.42 0.87
S -0.265104 0.419740 -1.426294 -0.99 1.08 2.31
H -3.231529 0.333561 -1.436311 0.40 1.23 1.90
H -2.542846 1.636169 -0.311388 0.61 3.08 -0.44
H -3.585466 0.532279 0.353448 -0.79 -0.51 0.64
H -1.059238 -0.002484 0.799434 -0.82 0.24 -0.73
H -1.660039 -1.308618 -0.135961 -0.42 1.58 -0.78
H -0.163645 1.581027 -0.583133 0.24 -1.47 -1.56
C 3.114254 -0.298059 0.555199 -1.85 -2.47 0.59
O 1.891914 -1.055500 1.040236 1.37 -1.97 -3.61
H 2.795420 0.605595 0.090956 -0.08 0.62 -0.52
H 3.679565 -0.131295 1.439467 0.69 0.35 0.54
H 3.624385 -1.007084 -0.112669 0.23 0.80 0.07
H 1.850501 -1.807132 0.280105 -0.41 2.68 2.99
```
Positions in Å, forces in eV/Å.

The frontier orbital gap comes out at 9.73 eV. The relative energy (zero: lowest compared OMol25 entry of this formula, charge and spin) is 178.66 kJ/mol. The SMILES is CCS.CO. For the HOMO energy, the calculation gives -0.3285 Ha. For the LUMO energy, the calculation gives 0.8 eV.

These are the natural (NBO) partial charges, in e, on atoms 1 to 2: C -0.623; C -0.462

---

# 4
C3H10OS2 | ωB97M-V with the def2-TZVPD basis set

Structure (XYZ):
```
16
Properties=species:S:1:pos:R:3:forces:R:3
C 0.021076 0.000928 2.360606 0.28 -0.41 -0.84
C -0.179932 1.271825 1.555501 0.19 0.51 1.10
S 0.985752 1.581923 0.231873 0.16 0.12 -0.04
S -0.200270 -0.298189 -1.268813 0.73 -0.64 -0.79
C -1.824117 -0.762988 -0.720672 -1.73 0.93 0.40
H -0.777105 -0.136277 3.096334 0.15 0.03 0.13
H 0.014039 -0.847020 1.659248 0.01 0.08 0.28
H 1.006543 0.050264 2.810566 0.11 -0.23 0.37
H -0.038479 2.115785 2.264864 -0.44 -0.21 -0.41
H -1.202704 1.247632 1.211648 -0.36 0.44 -0.32
H -1.898284 -1.534567 0.055248 0.32 0.03 -0.04
H -2.569948 -1.042154 -1.500195 0.70 0.07 0.07
H -2.252279 0.176150 -0.293549 -0.04 -0.69 -0.02
H 3.480183 -0.056755 -4.006501 0.09 -0.90 0.14
H 2.255072 -0.789915 -3.615738 0.00 -0.48 0.25
O 3.180454 -0.976642 -3.840422 -0.16 1.36 -0.30
```
Positions in Å, forces in eV/Å.

The frontier orbital gap (spin up / spin down) comes out at 5.74 / 6.54 eV. As for the expectation value of S²: 0.755. The spin multiplicity is 2. The relative energy (zero: lowest compared OMol25 entry of this formula, charge and spin) is 54.51 kJ/mol. As for the total charge: -1. For the HOMO energy (spin up / spin down), the calculation gives -0.0797 / -0.1109 Ha. For the LUMO energy (spin up / spin down), the calculation gives 3.6 / 3.5 eV.

These are the natural (NBO) partial charges, in e, on atoms 1 to 2: C -0.623; C -0.545

---

# 5
C3H10OS2 | ωB97M-V with the def2-TZVPD basis set

Structure (XYZ):
```
16
Properties=species:S:1:pos:R:3:forces:R:3
C 1.963549 -1.450420 -0.949520 -0.27 0.23 0.15
C 0.854121 -0.705963 -0.218705 0.69 0.42 0.14
O 1.239698 -0.426142 1.126041 -0.14 -0.15 0.28
H 2.214804 -2.363998 -0.413018 0.10 -0.03 -0.06
H 1.679558 -1.693320 -1.971432 -0.03 -0.04 -0.05
H 2.837296 -0.782492 -0.993472 -0.09 -0.33 -0.01
H -0.103992 -1.217657 -0.163417 0.09 -0.19 -0.09
H 0.705374 0.251265 -0.715040 -0.29 0.10 -0.31
H 2.166528 -0.162369 1.139982 -0.11 -0.01 -0.08
C -2.166574 0.855253 1.299811 -0.92 -0.28 -0.71
S -2.927756 0.907059 -0.383605 0.76 -0.48 0.22
S -1.804698 2.323772 -1.380701 -0.32 0.80 -0.01
H -2.767908 1.450338 1.968003 0.25 0.56 0.22
H -1.139243 1.154952 1.173003 0.22 0.08 0.42
H -2.245004 -0.171308 1.657253 0.24 -0.06 -0.21
H -0.505760 2.031024 -1.175185 -0.20 -0.61 0.08
```
Positions in Å, forces in eV/Å.

The frontier orbital gap comes out at 8.94 eV. The relative energy (zero: lowest compared OMol25 entry of this formula, charge and spin) is 73.39 kJ/mol. The SMILES is CCO.CSS. For the HOMO energy, the calculation gives -0.3107 Ha. For the LUMO energy, the calculation gives 0.5 eV.

These are the natural (NBO) partial charges, in e, on atoms 1 to 2: C -0.636; C -0.057

---

# 6
C3H10OS2 | ωB97M-V with the def2-TZVPD basis set

Structure (XYZ):
```
16
Properties=species:S:1:pos:R:3:forces:R:3
C -1.555155 1.314428 0.514453 -0.77 -1.23 0.12
C -2.403225 1.342885 -0.763057 -0.19 1.27 -0.30
O -1.727177 1.926493 -1.894049 0.25 -0.66 0.12
H -1.221622 0.274131 0.716842 0.41 0.69 -0.43
H -2.203704 1.481053 1.383491 0.27 0.60 -0.10
H -0.720592 2.007251 0.429608 -0.03 -0.06 0.33
H -2.728561 0.343105 -1.017475 0.08 -0.15 -0.38
H -3.305966 1.963751 -0.674858 -0.02 -0.36 0.59
H -1.711128 2.879916 -1.766384 0.01 -0.10 0.04
C 3.151383 -2.427418 -0.048343 -1.16 -0.66 -1.18
S 1.971328 -0.962360 -0.303209 1.83 -0.73 1.13
S 1.835520 -0.618698 1.769365 -1.22 -0.02 -1.01
H 2.513144 -3.332723 -0.168883 0.57 0.50 -0.29
H 3.956986 -2.409915 -0.811442 -0.49 -0.01 0.63
H 3.498095 -2.517940 0.979644 0.24 0.68 -0.23
H 0.650673 -1.263960 1.654297 0.22 0.24 0.97
```
Positions in Å, forces in eV/Å.

The frontier orbital gap comes out at 9.33 eV. The relative energy (zero: lowest compared OMol25 entry of this formula, charge and spin) is 118.78 kJ/mol. The SMILES is CCO.CSS. For the HOMO energy, the calculation gives -0.3282 Ha. For the LUMO energy, the calculation gives 0.4 eV.

These are the natural (NBO) partial charges, in e, on atoms 1 to 2: C -0.646; C -0.064

---

# 7
C3H10OS2 | ωB97M-V with the def2-TZVPD basis set

Structure (XYZ):
```
16
Properties=species:S:1:pos:R:3:forces:R:3
C 0.684402 0.535890 1.890667 -0.20 0.35 1.62
C -0.263154 -0.003949 0.834669 -0.75 0.44 -0.18
S 0.022322 -1.715820 0.215340 3.04 1.95 -0.06
S 2.169282 -0.888941 -0.407807 -2.49 -1.72 -0.02
C 1.500743 0.012459 -1.837030 0.18 -0.01 0.08
H 0.230286 1.261123 2.596512 -0.60 -0.49 -0.44
H 1.530908 1.136933 1.581562 0.28 -0.54 -0.72
H 1.012264 -0.278566 2.538605 0.29 0.03 -0.12
H -1.291147 0.015550 1.199094 -0.04 -0.15 0.25
H -0.291949 0.676090 -0.018240 0.06 -0.15 -0.12
H 1.652569 1.071633 -1.645198 0.01 0.08 -0.37
H 1.957019 -0.330319 -2.761555 0.26 0.18 0.02
H 0.439790 -0.198071 -1.930303 -0.03 0.06 0.12
O -3.490581 -0.353807 -0.697706 -0.16 0.07 0.09
H -2.892371 -0.780948 -0.076378 0.03 -0.02 -0.20
H -2.970384 -0.159257 -1.482232 0.10 -0.09 0.05
```
Positions in Å, forces in eV/Å.

The frontier orbital gap comes out at 8.32 eV. The relative energy (zero: lowest compared OMol25 entry of this formula, charge and spin) is 113.63 kJ/mol. The SMILES is CCSSC.O. For the HOMO energy, the calculation gives -0.3357 Ha. For the LUMO energy, the calculation gives -0.8 eV.

These are the natural (NBO) partial charges, in e, on atoms 1 to 2: C -0.640; C -0.536

---

# 8
C3H10OS2 | ωB97M-V with the def2-TZVPD basis set

Structure (XYZ):
```
16
Properties=species:S:1:pos:R:3:forces:R:3
C -1.233650 -0.684175 0.704368 0.11 0.55 -1.11
C -1.134095 0.831994 0.252712 0.11 -2.12 0.90
C -0.367902 1.039506 -1.032457 -0.06 -0.11 -0.71
S 1.325261 0.352147 -0.955717 0.13 0.69 0.37
S 2.571383 2.040556 -0.750218 -0.16 -0.12 -0.37
H -0.503149 -0.978919 1.446276 0.46 -0.13 -0.25
H -2.192396 -0.975521 1.139406 -0.09 0.45 -0.12
H -1.151965 -1.208273 -0.256962 0.21 -0.67 0.57
H -0.554301 1.333517 1.031365 -0.95 0.64 0.14
H -2.200234 0.995229 0.109177 0.16 1.44 0.17
H -0.367217 2.090239 -1.333930 0.37 -0.06 0.17
H -0.813466 0.529123 -1.886401 -0.23 -0.23 0.09
H 1.839026 2.846774 0.037481 -0.09 -0.35 0.22
O 1.312378 -3.021100 0.537503 -1.02 0.83 0.27
H 2.227607 -3.139191 0.358103 1.23 -0.40 -0.26
H 1.242719 -2.051901 0.599297 -0.18 -0.41 -0.05
```
Positions in Å, forces in eV/Å.

The frontier orbital gap comes out at 9.00 eV. The relative energy (zero: lowest compared OMol25 entry of this formula, charge and spin) is 70.06 kJ/mol. The SMILES is CCCSS.O. For the HOMO energy, the calculation gives -0.3177 Ha. For the LUMO energy, the calculation gives 0.4 eV.

These are the natural (NBO) partial charges, in e, on atoms 1 to 2: C -0.612; C -0.430

---

# 9
C3H10OS2 | ωB97M-V with the def2-TZVPD basis set

Structure (XYZ):
```
16
Properties=species:S:1:pos:R:3:forces:R:3
C -0.176165 -2.326536 -0.495021 -0.58 -0.87 -0.29
C -0.736453 -1.841177 0.823058 0.77 1.89 -0.29
S -1.422136 -0.121887 0.969247 -1.26 -0.43 0.15
S -0.179382 1.429521 0.731670 0.51 0.42 -0.41
C -0.767354 2.149589 -0.843226 0.41 -0.73 -0.64
H -0.955010 -2.802227 -1.092225 -0.11 0.30 -0.18
H 0.505592 -3.139973 -0.282504 0.37 -0.17 0.07
H 0.358311 -1.620718 -1.124894 -0.07 0.37 0.30
H -1.669789 -2.298925 1.141281 0.26 -0.60 0.10
H 0.038948 -1.854686 1.578442 -0.14 -0.44 0.36
H -0.448279 1.561119 -1.706417 -0.21 -0.48 0.23
H -1.848238 2.137844 -0.770531 -0.07 0.44 -0.25
H -0.320983 3.111673 -1.098249 -0.26 0.31 0.84
O 2.912950 1.786615 0.785355 0.55 0.12 0.10
H 2.474014 1.882723 -0.062883 -0.12 -0.06 0.06
H 2.233980 1.947052 1.446891 -0.04 -0.06 -0.14
```
Positions in Å, forces in eV/Å.

The frontier orbital gap comes out at 9.42 eV. The relative energy (zero: lowest compared OMol25 entry of this formula, charge and spin) is 59.81 kJ/mol. The SMILES is CCSSC.O. For the HOMO energy, the calculation gives -0.3210 Ha. For the LUMO energy, the calculation gives 0.7 eV.

These are the natural (NBO) partial charges, in e, on atoms 1 to 2: C -0.634; C -0.494

---

# 10
C3H10OS2 | ωB97M-V with the def2-TZVPD basis set

Structure (XYZ):
```
16
Properties=species:S:1:pos:R:3:forces:R:3
C -0.343043 -0.484066 1.021993 -0.39 0.46 0.57
C 0.370058 0.174473 2.210015 -0.50 -0.72 0.48
C -1.041299 0.541990 0.087445 0.73 -0.14 0.75
S -0.608195 0.055858 -1.578129 -0.46 0.33 -0.15
S -1.557413 1.310900 -2.801476 0.29 -0.05 -0.34
H -1.139516 -1.109112 1.400465 -0.03 -0.45 0.10
H 0.377093 -1.134397 0.537280 0.02 0.00 -0.53
H -0.347702 0.500149 2.967101 -0.03 0.33 -0.25
H 0.918717 -0.621927 2.724045 0.26 0.31 -0.17
H 1.028844 0.993830 1.940122 0.13 -0.03 -0.07
H -0.671825 1.526066 0.364460 0.12 0.33 -0.49
H -2.128131 0.564250 0.180799 0.03 -0.19 -0.17
H -1.343144 2.480653 -2.159603 -0.15 -0.12 0.29
H 1.942168 -2.138015 -1.751301 -0.01 -0.18 -0.20
H 2.035753 -1.167103 -2.958085 0.06 -0.26 -0.04
O 2.507635 -1.493551 -2.185130 -0.08 0.40 0.22
```
Positions in Å, forces in eV/Å.

The frontier orbital gap (spin up / spin down) comes out at 10.40 / 6.53 eV. As for the expectation value of S²: 0.755. The spin multiplicity is 2. The relative energy (zero: lowest compared OMol25 entry of this formula, charge and spin) is 48.14 kJ/mol. As for the total charge: +1. For the HOMO energy (spin up / spin down), the calculation gives -0.5445 / -0.5452 Ha. For the LUMO energy (spin up / spin down), the calculation gives -4.4 / -8.3 eV.

These are the natural (NBO) partial charges, in e, on atoms 1 to 2: C -0.421; C -0.612